Entry 1:
{
  "formula": "H24O16S",
  "method": "the ωB97M-V functional and the def2-TZVPD basis",
  "homo_energy_ev": -4.46,
  "e_above_lowest_ev": 4.893,
  "gap_ev": 9.607,
  "charge": -2,
  "elements": ["S", "O", "O", "O", "O", "O", "H", "H", "O", "H", "H", "O", "H", "H", "O", "H", "H", "O", "H", "H", "O", "H", "H", "O", "H", "H", "O", "H", "H", "O", "H", "H", "O", "H", "H", "O", "H", "H", "O", "H", "H"],
  "xyz": [[24.244, 18.300, 13.906], [23.700, 17.196, 13.049], [23.212, 19.081, 14.584], [25.081, 17.766, 14.928], [24.905, 19.138, 12.891], [22.958, 21.301, 16.135], [23.855, 21.117, 16.760], [22.780, 20.385, 15.778], [27.315, 18.658, 11.916], [26.399, 18.582, 12.312], [27.737, 17.809, 12.129], [24.421, 15.110, 11.650], [24.162, 16.059, 12.038], [23.676, 14.477, 11.675], [25.100, 21.655, 12.432], [25.249, 21.989, 11.484], [25.157, 20.706, 12.574], [23.559, 19.319, 10.713], [22.996, 18.676, 10.724], [24.199, 19.107, 11.485], [20.456, 18.651, 14.202], [21.431, 18.901, 13.924], [20.245, 17.770, 13.613], [22.083, 18.557, 17.081], [22.320, 18.809, 16.177], [22.136, 19.223, 17.788], [26.583, 15.868, 15.721], [25.806, 16.521, 15.445], [27.382, 16.042, 15.249], [23.281, 14.945, 14.447], [23.272, 15.861, 13.869], [22.523, 14.858, 15.100], [21.792, 17.298, 11.315], [22.359, 17.394, 12.036], [21.190, 18.204, 11.489], [27.029, 19.075, 16.134], [27.327, 18.791, 16.947], [26.356, 18.547, 15.686], [24.711, 17.648, 17.437], [24.805, 17.706, 16.504], [23.705, 17.846, 17.596]],
  "atomic_forces_ev_per_a": [[-1.852, 0.885, -2.516], [-0.682, 0.119, 1.317], [-1.120, -0.146, -0.441], [1.756, -0.633, 0.230], [1.141, -0.127, 1.232], [3.222, -1.560, 2.735], [-3.679, 0.641, -2.828], [0.734, 1.733, 0.125], [-0.340, -0.813, 0.358], [1.097, 0.359, -0.453], [-0.262, 0.456, -0.116], [-0.477, 1.488, 0.135], [0.463, -3.089, -0.981], [0.452, 1.131, 0.384], [0.340, 2.911, -1.751], [-0.345, -1.737, 2.325], [0.048, -0.325, -0.586], [6.337, 5.840, 0.754], [-5.194, -6.145, -0.251], [-1.357, 0.669, -1.605], [1.251, -2.576, -3.158], [-2.316, -0.775, 0.941], [1.045, 3.316, 2.242], [-0.710, -0.918, 1.462], [0.174, 0.308, 0.213], [0.108, 0.163, -1.398], [-2.279, 0.404, 0.552], [2.776, -2.144, 0.199], [0.299, 0.630, -0.686], [-1.294, 1.467, -0.386], [-0.268, -2.577, 2.186], [1.416, 0.860, -1.498], [-5.209, 3.597, -1.595], [2.179, -0.192, 2.323], [2.197, -3.638, -0.921], [0.188, 2.332, -2.870], [0.183, -1.597, 2.362], [0.241, -0.226, 0.673], [-2.732, 0.362, 3.072], [-0.204, 0.153, -0.992], [2.673, -0.608, -0.789]],
  "mulliken_charge": [0.408, -0.751, -0.884, -0.745, -0.799, -0.694, 0.351, 0.302, -0.730, 0.431, 0.292, -0.706, 0.505, 0.257, -0.719, 0.262, 0.534, -0.722, 0.366, 0.555, -0.704, 0.368, 0.337, -0.742, 0.576, 0.325, -0.718, 0.486, 0.257, -0.678, 0.393, 0.260, -0.786, 0.263, 0.394, -0.683, 0.276, 0.521, -0.746, 0.602, 0.487]
}


Entry 2:
{
  "formula": "H24O32S5Zn3",
  "method": "the ωB97M-V functional and the def2-TZVPD basis",
  "homo_energy_ev": 2.05,
  "e_above_lowest_ev": 0.000,
  "gap_ev": 4.346,
  "charge": -4,
  "elements": ["Zn", "Zn", "Zn", "S", "O", "O", "O", "O", "S", "O", "O", "O", "O", "S", "O", "O", "O", "O", "S", "O", "O", "O", "O", "S", "O", "O", "O", "O", "O", "H", "H", "O", "H", "H", "O", "H", "H", "O", "H", "H", "O", "H", "H", "O", "H", "H", "O", "H", "H", "O", "H", "H", "O", "H", "H", "O", "H", "H", "O", "H", "H", "O", "H", "H"],
  "xyz": [[-0.977, 0.016, 2.965], [-2.322, 2.295, -0.950], [2.626, -1.454, -1.504], [-2.543, 2.730, 2.419], [-1.679, 3.820, 2.883], [-2.295, 2.343, 0.994], [-2.197, 1.487, 3.217], [-3.966, 2.999, 2.581], [1.616, -3.661, -3.824], [2.064, -2.878, -5.009], [0.203, -3.989, -3.856], [2.421, -4.908, -3.714], [1.889, -2.805, -2.601], [1.013, -2.762, 3.331], [2.331, -2.629, 2.642], [1.214, -3.014, 4.770], [0.203, -1.502, 3.221], [0.234, -3.848, 2.714], [0.259, 0.465, -0.193], [0.935, -0.739, -0.682], [-0.988, 0.774, -0.944], [-0.100, 0.242, 1.192], [1.137, 1.690, -0.295], [-4.615, -0.110, -1.013], [-5.070, -0.294, -2.423], [-3.948, 1.240, -0.949], [-5.759, -0.074, -0.076], [-3.692, -1.167, -0.596], [-1.017, -3.498, 0.340], [-0.591, -2.744, -0.095], [-0.515, -3.650, 1.179], [-2.615, -0.998, 2.149], [-2.921, -0.965, 1.204], [-3.108, -1.721, 2.540], [3.258, 2.753, -1.467], [2.536, 2.227, -1.029], [2.842, 3.106, -2.257], [0.580, 1.413, 3.632], [1.546, 1.309, 3.586], [0.406, 2.059, 4.326], [2.197, 0.237, -2.806], [2.594, 1.050, -3.130], [1.581, -0.056, -3.497], [3.673, -0.142, -0.291], [3.218, 0.574, 0.183], [4.486, -0.296, 0.197], [-0.558, 3.658, -0.923], [-0.062, 4.429, -1.204], [0.103, 3.068, -0.503], [2.699, -2.878, -0.043], [2.481, -3.768, -0.354], [2.455, -2.859, 0.914], [-2.035, -1.042, -2.742], [-1.675, -0.203, -2.426], [-2.617, -0.802, -3.469], [1.342, 3.623, 1.571], [1.227, 2.834, 1.003], [0.744, 3.461, 2.311], [-2.462, 2.263, -2.982], [-2.991, 1.500, -3.284], [-1.970, 2.571, -3.746], [2.558, 0.077, 2.411], [1.792, -0.009, 1.822], [2.824, -0.849, 2.579]],
  "atomic_forces_ev_per_a": [[-0.300, -0.263, -0.757], [-0.406, -1.192, 1.637], [-1.341, -0.598, -0.025], [-1.010, -0.773, 0.096], [0.294, 0.137, -0.280], [0.801, 0.776, 0.267], [0.039, 0.378, 0.610], [0.357, 0.410, 0.309], [0.543, -1.521, -1.826], [-0.106, 0.246, 0.330], [-0.148, 0.394, 0.009], [0.174, 0.645, 0.327], [0.457, 0.614, 0.783], [-1.595, -0.996, 1.637], [0.249, 0.533, -0.482], [0.445, 0.076, -0.341], [0.592, 0.110, 0.005], [0.570, 0.022, 0.074], [-1.984, 0.095, -0.261], [-0.321, 0.664, -0.053], [1.486, -0.392, -0.448], [0.834, 0.371, -0.004], [0.516, -0.652, 0.034], [-1.736, -1.333, 0.505], [0.367, 0.284, 0.072], [0.525, 1.240, -0.490], [0.046, 0.312, -0.602], [0.416, 0.326, 0.442], [0.399, -0.147, 0.310], [-0.230, -0.239, 0.055], [-0.356, 0.343, -0.570], [-0.351, -0.219, -0.324], [0.076, 0.024, -0.067], [0.152, -0.129, -0.105], [0.074, -0.185, -0.138], [0.106, 0.373, -0.249], [-0.125, 0.118, 0.099], [0.372, 0.616, 0.755], [-0.149, -0.606, -0.344], [-0.374, 0.010, -0.208], [-0.058, 0.175, -0.872], [0.277, -0.065, 0.261], [0.061, -0.405, 0.237], [0.732, 0.372, -0.274], [-0.268, -0.281, 0.068], [-0.161, -0.192, 0.124], [-0.194, 0.236, -0.485], [-0.149, 0.112, 0.104], [-0.058, -0.170, -0.036], [0.610, -0.726, 0.302], [-0.227, 0.328, -0.321], [-0.069, 0.355, 0.444], [0.582, 0.339, -1.044], [-0.007, -0.316, 0.442], [-0.329, -0.298, 0.195], [0.299, 0.021, -0.015], [0.183, 0.215, 0.494], [-0.395, 0.056, -0.170], [-0.274, 0.151, -1.224], [-0.257, 0.008, 0.642], [0.242, 0.000, 0.184], [0.959, 0.574, -0.338], [-0.312, -0.183, 0.399], [-0.548, -0.178, 0.097]],
  "mulliken_charge": [0.414, 0.035, 0.073, 1.092, -0.761, -0.347, -0.647, -0.734, 1.057, -0.808, -0.684, -0.805, -0.305, 1.028, -0.996, -0.810, -0.457, -0.874, -1.388, 0.893, 1.039, 1.452, -0.644, 1.259, -0.804, -0.357, -0.788, -0.732, -0.670, 0.155, 0.473, -0.196, 0.244, 0.166, -0.758, 0.288, 0.272, -0.324, 0.234, 0.211, -0.339, 0.161, 0.309, -0.321, 0.152, 0.243, -0.523, 0.163, 0.423, -0.347, 0.347, 0.365, -0.449, 0.023, 0.248, -0.785, 0.445, 0.355, -0.280, 0.284, 0.215, -0.786, 0.238, 0.362]
}


Entry 3:
{
  "formula": "H25O13",
  "method": "the ωB97M-V functional and the def2-TZVPD basis",
  "homo_energy_ev": -7.21,
  "e_above_lowest_ev": 3.013,
  "gap_ev": 9.897,
  "charge": -1,
  "elements": ["O", "H", "H", "O", "H", "H", "O", "H", "O", "H", "H", "O", "H", "H", "O", "H", "H", "O", "H", "H", "O", "H", "H", "O", "H", "H", "O", "H", "H", "O", "H", "H", "O", "H", "H", "O", "H", "H"],
  "xyz": [[-3.125, 1.915, -2.384], [-1.595, -2.778, 0.172], [1.119, 0.235, -2.883], [-1.851, -1.427, -2.096], [-1.275, -0.585, -1.939], [-2.034, -4.097, -0.539], [1.965, -0.385, -3.025], [1.999, -0.629, -2.061], [0.471, 3.031, 2.437], [0.764, 2.136, 2.633], [-0.215, 2.900, 1.750], [0.379, -1.639, 1.524], [-1.446, 0.564, -0.132], [0.674, -2.325, 2.117], [0.168, 2.399, -0.219], [-0.335, 1.844, -0.905], [1.012, 2.275, -0.662], [0.681, -1.543, -0.941], [0.101, -0.763, -1.154], [-2.204, 1.756, -2.091], [-2.321, -3.399, 0.047], [-0.042, -0.880, 1.898], [-0.433, 0.629, 0.993], [-1.035, -0.006, 0.523], [0.370, -2.021, -1.724], [-2.506, -0.989, -2.645], [-0.728, 0.037, 3.563], [-0.672, -0.648, 4.228], [-1.485, -0.122, 2.987], [4.060, 0.205, 2.381], [3.536, -0.187, 1.689], [4.002, 1.117, 2.010], [-0.630, 0.894, -2.046], [-0.623, 0.859, -3.007], [-3.310, 1.178, -2.994], [2.111, 0.049, 0.513], [1.835, 0.425, -0.335], [1.342, -0.587, 0.543]],
  "atomic_forces_ev_per_a": [[-0.447, -0.236, -0.383], [0.245, 0.105, -0.326], [2.448, -1.696, -0.764], [0.701, 1.268, -0.132], [-1.014, -0.973, -0.304], [0.341, 0.163, -0.188], [-2.495, 2.166, 1.661], [0.349, -0.456, -1.216], [-0.706, 0.025, -0.029], [0.085, -0.079, 0.047], [0.882, 0.211, 0.251], [0.471, -1.663, -0.705], [-0.308, -0.057, -0.127], [-0.038, 0.400, 0.735], [-0.520, -0.455, -0.802], [0.365, 0.916, 0.326], [0.459, 0.529, 0.464], [-1.157, 0.274, -1.985], [0.874, -0.300, 1.135], [-0.015, -0.223, -0.250], [-0.561, -0.247, 0.688], [-0.201, -0.196, 1.419], [-0.631, -0.385, -0.964], [-0.067, 1.316, 1.173], [0.465, -0.714, 0.056], [-0.420, -0.422, -0.110], [0.178, 0.627, -0.188], [-0.249, -0.241, -0.052], [-0.195, -0.206, 0.230], [0.498, 1.628, -0.178], [-0.667, -0.865, -0.482], [0.298, -0.715, 0.871], [0.175, -0.747, -0.429], [-0.118, 0.388, -0.097], [0.158, 0.556, 0.496], [-1.316, -0.011, -0.798], [0.786, 0.461, 0.137], [1.350, -0.143, 0.822]],
  "mulliken_charge": [-0.675, 0.362, 0.323, -0.588, 0.375, 0.283, -0.723, 0.415, -0.650, 0.292, 0.330, -0.445, 0.282, 0.161, -0.575, 0.169, 0.265, -0.715, -0.002, 0.490, -0.659, 0.318, 0.388, -0.541, 0.475, 0.230, -0.616, 0.268, 0.360, -0.665, 0.396, 0.286, -1.006, 0.170, 0.264, -0.658, 0.097, 0.520]
}